Record 1
A single C13H21N5OS molecule. Source: the OMol25 dataset; level of theory: ωB97M-V/def2-TZVPD.

As for the LUMO energy: 0.79 eV. For the total energy, the calculation gives -34157.135 eV. The calculation puts the max |F| at 0.8 eV Å⁻¹. The structure (SMILES) is CC[C@@H]1CCCCN1C(=O)CSc1nc(N)cc(N)n1. The calculation puts the energy above the lowest of the compared OMol25 structures with the same formula, charge and spin at 0.00 kcal/mol. For the HOMO energy, the calculation gives -0.29906 Ha.

Last column: Mulliken charge in e.
Cartesian coordinates (Å):
1 C 2.938 -3.624 -0.116  -1.321
2 C 1.602 -3.777 -0.833  -0.648
3 C 0.685 -2.576 -0.574  -0.323
4 C -0.669 -2.674 -1.291  -0.776
5 C -0.549 -2.433 -2.795  -0.730
6 C 0.163 -1.110 -3.064  -0.336
7 C 1.512 -1.112 -2.343  -1.120
8 N 1.312 -1.308 -0.927  0.264
9 C 1.394 -0.351 0.028  0.772
10 O 1.188 -0.588 1.200  -0.674
11 C 1.797 1.043 -0.448  -0.773
12 S 1.438 2.250 0.862  -0.230
13 C -0.284 1.983 0.999  0.238
14 N -0.875 1.291 0.039  -0.296
15 C -2.185 1.072 0.195  0.419
16 N -2.789 0.301 -0.760  -0.334
17 C -2.885 1.558 1.294  -0.566
18 C -2.156 2.310 2.215  0.646
19 N -2.738 2.914 3.285  -0.458
20 N -0.847 2.522 2.059  -0.638
21 H 3.488 -2.770 -0.505  0.253
22 H 2.780 -3.465 0.947  0.288
23 H 3.547 -4.516 -0.249  0.471
24 H 1.090 -4.667 -0.463  0.407
25 H 1.772 -3.918 -1.901  0.308
26 H 0.507 -2.522 0.505  0.562
27 H -1.106 -3.655 -1.103  0.383
28 H -1.331 -1.920 -0.861  0.210
29 H 0.014 -3.245 -3.260  0.332
30 H -1.544 -2.425 -3.245  0.388
31 H 0.312 -0.963 -4.135  0.427
32 H -0.433 -0.279 -2.681  0.000
33 H 2.058 -0.188 -2.528  0.673
34 H 2.124 -1.937 -2.722  0.301
35 H 1.237 1.349 -1.329  0.338
36 H 2.870 1.101 -0.628  0.444
37 H -3.791 0.347 -0.825  0.228
38 H -2.288 0.202 -1.628  0.156
39 H -3.939 1.370 1.420  0.239
40 H -3.624 2.570 3.611  0.224
41 H -2.102 3.286 3.971  0.254

=====

Record 2
A molecular structure, C3H49BeO22 at a distorted geometry. Source: the OMol25 dataset; level of theory: ωB97M-V/def2-TZVPD.

Its charge is +1. As for the LUMO energy: -3.24 eV. For the total energy, the calculation gives -49350.954 eV. The calculation puts the max |F| at 3.5 eV Å⁻¹. For the HOMO energy, the calculation gives -0.43415 Ha.

Last column: Mulliken charge in e.
Cartesian coordinates (Å):
1 Be -2.232 0.019 -2.228  0.391
2 C -0.497 -0.590 0.480  1.207
3 C -0.266 0.711 -0.229  2.286
4 C 1.115 0.868 -0.728  -2.288
5 O -1.202 0.742 -1.382  -1.296
6 H -0.045 -0.660 1.481  -1.161
7 H -0.110 -1.489 -0.021  0.077
8 H -1.634 -0.666 0.679  -0.560
9 H -0.548 1.657 0.284  -0.457
10 H 1.757 1.006 0.067  0.620
11 H 1.294 1.649 -1.373  1.569
12 H 1.398 -0.049 -1.188  -0.008
13 O 0.351 -3.080 2.287  -0.604
14 H -0.233 -2.383 2.097  0.281
15 H 0.029 -3.520 3.064  0.304
16 O -3.509 -0.534 -1.119  -0.148
17 H -4.292 -1.093 -1.160  0.353
18 H -3.768 0.002 -0.416  0.223
19 O -2.259 0.455 2.905  -0.803
20 H -2.674 1.061 2.284  0.649
21 H -1.303 0.637 2.751  0.081
22 O 3.485 -0.898 -2.130  -0.674
23 H 4.166 -0.144 -2.158  0.400
24 H 3.353 -1.085 -1.195  0.224
25 O 0.204 -0.706 4.506  -0.594
26 H 0.802 -0.684 3.778  0.284
27 H 0.407 0.087 4.970  0.292
28 O 1.796 -3.063 -0.275  -0.584
29 H 1.721 -2.881 0.659  0.181
30 H 2.688 -3.345 -0.320  0.279
31 O 3.807 2.387 -0.986  -0.640
32 H 4.065 2.384 -0.060  0.319
33 H 2.909 2.061 -0.921  0.300
34 O 1.011 -2.179 -3.173  -0.681
35 H 1.670 -1.915 -3.783  0.347
36 H 1.497 -2.100 -2.394  0.131
37 O 1.420 4.560 -0.620  -0.673
38 H 0.737 4.124 -1.156  0.416
39 H 1.119 4.396 0.302  0.351
40 O -3.502 1.497 0.865  -0.687
41 H -4.426 1.678 1.116  0.274
42 H -3.148 2.238 0.323  0.274
43 O 2.352 1.069 -3.853  -0.616
44 H 2.709 0.420 -3.226  0.316
45 H 3.087 1.471 -4.277  0.297
46 O -1.597 -1.464 -2.805  -0.086
47 H -0.692 -1.726 -3.055  0.381
48 H -2.112 -2.225 -3.102  0.341
49 O 4.154 -0.934 0.496  -0.612
50 H 4.046 -0.051 0.859  0.280
51 H 4.383 -1.581 1.184  0.273
52 O -0.421 3.392 -2.260  -0.770
53 H -1.289 3.738 -2.002  0.345
54 H -0.471 2.561 -1.838  0.301
55 O -2.631 -3.384 1.032  -0.651
56 H -2.018 -3.421 0.306  0.405
57 H -2.410 -4.116 1.622  0.268
58 O -0.042 4.612 1.663  -0.647
59 H 0.042 3.777 2.130  0.466
60 H -0.016 5.330 2.318  0.290
61 O 0.121 2.166 2.848  -0.654
62 H 1.034 2.224 2.734  0.277
63 H -0.021 2.128 3.815  0.293
64 O -0.733 -4.131 -0.790  -0.741
65 H 0.150 -3.728 -0.829  0.361
66 H -0.662 -4.733 -0.045  0.300
67 O 2.175 -0.402 2.759  -0.656
68 H 1.713 -0.235 1.921  0.162
69 H 2.642 -1.247 2.649  0.253
70 O -4.024 -1.213 1.673  -0.706
71 H -3.440 -0.506 1.973  0.308
72 H -3.500 -1.970 1.382  0.415
73 O -2.959 0.904 -3.445  -0.147
74 H -3.689 1.520 -3.311  0.339
75 H -3.044 0.614 -4.396  0.359

=====

Record 3
A molecular structure, C11H22CrO15S at a distorted geometry. Source: the OMol25 dataset; level of theory: ωB97M-V/def2-TZVPD.

As for the multiplicity: 5. As for the LUMO energy (spin up / spin down): 0.50 / 0.50 eV. For the total energy, the calculation gives -81735.878 eV. The calculation puts the max |F| at 2.0 eV Å⁻¹. As for the expectation value of S²: 6.01. For the HOMO energy (spin up / spin down), the calculation gives -0.26975 / -0.34273 Ha.

Last column: Mulliken charge in e.
Cartesian coordinates (Å):
1 Cr 20.228 -27.063 20.012  1.136
2 O 23.836 -28.530 19.535  -0.486
3 C 22.530 -28.205 19.555  0.848
4 O 21.702 -28.930 20.159  -0.681
5 O 22.123 -27.155 18.976  -0.726
6 H 23.831 -29.392 19.977  0.330
7 O 17.668 -27.151 23.031  -0.501
8 C 18.537 -27.261 21.989  0.774
9 O 19.726 -27.599 22.227  -0.671
10 O 18.180 -26.939 20.829  -0.659
11 H 18.262 -27.315 23.774  0.317
12 O 19.637 -29.929 16.813  -0.715
13 S 18.832 -29.826 17.967  1.170
14 O 19.041 -28.847 18.975  -0.419
15 O 17.310 -29.577 17.565  -0.115
16 C 16.811 -30.314 16.458  -0.309
17 C 15.628 -29.545 15.877  -1.181
18 C 18.797 -31.396 18.776  -1.142
19 H 16.472 -31.323 16.713  0.292
20 H 17.537 -30.408 15.648  0.375
21 H 15.206 -30.006 14.992  0.401
22 H 16.002 -28.550 15.611  0.209
23 H 14.903 -29.345 16.668  0.321
24 H 19.788 -31.472 19.226  0.382
25 H 18.605 -32.153 18.023  0.424
26 H 18.079 -31.403 19.591  0.318
27 C 23.171 -26.307 22.101  -0.524
28 O 22.684 -24.972 22.294  -0.387
29 C 21.475 -24.708 21.821  0.536
30 O 20.918 -25.338 20.954  -0.050
31 O 20.907 -23.658 22.375  -0.318
32 C 21.683 -22.751 23.176  -0.712
33 H 23.768 -26.460 21.204  0.229
34 H 22.342 -27.018 22.083  0.181
35 H 23.780 -26.508 22.979  0.346
36 H 21.198 -21.784 23.079  0.272
37 H 22.693 -22.659 22.790  0.326
38 H 21.663 -23.088 24.209  0.268
39 C 16.831 -26.089 17.725  -0.656
40 O 17.847 -26.165 16.715  -0.393
41 C 19.083 -25.966 17.147  0.940
42 O 19.384 -25.889 18.314  -0.379
43 O 19.905 -25.889 16.127  -0.364
44 C 21.250 -25.503 16.418  -0.692
45 H 15.888 -26.323 17.242  0.254
46 H 16.823 -25.067 18.103  0.378
47 H 16.986 -26.779 18.553  0.176
48 H 21.885 -26.385 16.447  0.233
49 H 21.317 -24.994 17.378  0.267
50 H 21.586 -24.807 15.654  0.374

=====

Record 4
A single C6H11P molecule at a distorted geometry. Source: the OMol25 dataset; level of theory: ωB97M-V/def2-TZVPD.

As for the multiplicity: 3. As for the LUMO energy (spin up / spin down): 1.09 / -0.69 eV. For the total energy, the calculation gives -15682.899 eV. The calculation puts the max |F| at 5.3 eV Å⁻¹. As for the expectation value of S²: 2.01. The calculation puts the energy above the lowest of the compared OMol25 structures with the same formula, charge and spin at 24.58 kcal/mol. For the HOMO energy (spin up / spin down), the calculation gives -0.20484 / -0.35323 Ha.

Last column: Mulliken charge in e.
Cartesian coordinates (Å):
1 C 0.404 -1.262 -1.078  -0.568
2 C -1.006 -1.379 -0.521  -0.600
3 C 0.915 0.238 -1.148  -1.101
4 C -1.192 -0.036 0.027  -1.046
5 C -0.019 0.811 -0.151  0.830
6 C 0.345 0.587 1.292  -0.914
7 P -0.532 1.673 2.388  -0.184
8 H 1.021 -2.061 -0.480  0.202
9 H 0.696 -1.649 -2.109  0.381
10 H -1.698 -1.558 -1.439  0.187
11 H -1.298 -2.144 0.089  0.441
12 H 1.884 0.289 -0.866  0.409
13 H 0.725 0.739 -2.104  0.348
14 H -2.053 0.326 0.454  0.652
15 H -0.316 1.879 -0.223  0.392
16 H 0.854 -0.235 1.740  0.475
17 H 0.660 2.382 2.662  0.047
18 H -0.420 0.860 3.678  0.047